Record 1
{"formula": "C4H8N2OS", "method": "ωB97M-V/def2-TZVPD", "symbols": ["S", "O", "N", "N", "C", "C", "C", "C", "H", "H", "H", "H", "H", "H", "H", "H"], "xyz": [[-2.64006, -0.86080, -0.04963], [2.42984, -1.34456, -0.08293], [0.46628, 0.52910, -0.10856], [0.09761, -0.75529, -0.37098], [-0.08500, 1.57923, -1.16204], [-1.16787, -1.46570, -0.14382], [0.11192, 0.95373, 1.30607], [1.31635, -1.70483, -0.20620], [0.63676, 2.37718, -1.11475], [-1.05878, 1.17269, 1.28858], [1.09476, -2.73129, -0.27062], [0.74003, 1.79684, 1.89113], [-0.07468, 0.98566, -2.23502], [-1.13878, 1.97196, -0.84688], [-1.02094, -2.58915, 0.10040], [0.29257, 0.08523, 2.00526]], "lowdin_charge": [0.67, 0.10, -0.25, -0.16, -0.05, -0.69, -0.10, -0.23, 0.05, 0.07, 0.10, 0.12, 0.13, 0.08, 0.08, 0.08], "molar_mass_g_mol": 132.2, "e_tot_ha": -740.0260, "orbital_gap_ev": 8.67, "e_lumo_ev": -0.043, "smiles": "CN(C)N(C=O)C=S", "homo_energy_ev": -8.712, "total_charge": 0, "e_above_lowest_ev": 3.7005}

---

Record 2
{"formula": "C2H3N2O2S", "method": "ωB97M-V/def2-TZVPD", "symbols": ["S", "O", "O", "N", "N", "C", "C", "H", "H", "H"], "xyz": [[-1.69185, 0.69445, -0.22167], [-2.53357, 0.79688, 0.99983], [-1.08050, 2.00219, -0.45799], [-0.14622, -0.45116, 0.05278], [-0.30496, -2.85311, -0.18978], [1.28761, 0.19212, -0.02803], [-0.23518, -1.70774, 0.01780], [1.30067, 1.22431, -0.49205], [1.51204, 0.50076, 0.99006], [1.89196, -0.39871, -0.67094]], "lowdin_charge": [0.69, -0.54, -0.53, -0.26, 0.06, -0.06, -0.54, 0.06, 0.06, 0.05], "molar_mass_g_mol": 119.1, "e_tot_ha": -736.2084, "orbital_gap_ev": 8.35, "e_lumo_ev": 3.967, "homo_energy_ev": -4.382, "total_charge": -1, "e_above_lowest_ev": 0.4018}

---

Record 3
{"formula": "C16H15ClN2O5S", "method": "ωB97M-V/def2-TZVPD", "symbols": ["Cl", "S", "O", "O", "O", "O", "O", "N", "N", "C", "C", "C", "C", "C", "C", "C", "C", "C", "C", "C", "C", "C", "C", "C", "C", "H", "H", "H", "H", "H", "H", "H", "H", "H", "H", "H", "H", "H", "H", "H"], "xyz": [[-3.54155, -0.28107, 2.17618], [0.26025, 0.01190, -2.62564], [-0.59227, -3.30764, 1.27185], [0.53947, -1.28526, -3.06528], [-0.31960, 1.00936, -3.58406], [-2.91161, -2.77714, 2.21887], [0.70997, -5.45925, 3.80088], [1.41962, 0.73727, -1.79993], [1.10914, -3.24910, 3.19728], [0.71133, 3.91018, 0.14083], [1.22780, 2.00348, -1.46467], [-0.53941, -4.31387, 2.05700], [-1.76583, -1.40011, 0.64162], [-1.55389, 1.15783, -0.92823], [-0.97486, -1.09944, -0.41677], [-1.84197, -2.57643, 1.50551], [0.70021, 4.63322, -2.03874], [0.89690, 3.08647, -2.60306], [0.40568, -4.46511, 2.98999], [0.65113, 4.93649, -0.78642], [-1.08010, 0.01886, -1.13458], [-2.44555, -0.07610, 1.05006], [2.26813, -0.00773, -0.92710], [-2.58280, 1.02409, 0.11460], [1.15260, 2.54374, -0.14216], [-2.98028, 1.95940, 0.54609], [0.92568, 2.80518, -3.63414], [2.50275, -0.90316, -1.59612], [-1.59667, 1.88810, -1.58257], [1.23336, -2.67726, 2.50899], [-0.30526, -5.28612, 1.19532], [0.43199, 5.14823, -2.89655], [1.91871, -3.20773, 3.85910], [3.32852, 0.59815, -0.56698], [0.64876, 5.81225, -0.66267], [-1.54682, -4.66118, 2.56803], [-0.49914, -2.12440, -0.87773], [0.98294, 4.19243, 1.02897], [1.19203, 1.89804, 0.62179], [1.86063, -0.21658, -0.15959]], "lowdin_charge": [0.90, 0.74, 0.01, -0.25, -0.32, 0.00, -0.03, -0.29, 0.19, -0.02, -0.28, -0.31, -0.11, -0.06, -0.06, -0.24, -0.01, 0.15, -0.45, -0.13, -0.25, -0.64, -0.03, 0.00, 0.01, 0.12, 0.06, 0.12, 0.08, 0.00, 0.24, 0.07, 0.14, 0.20, 0.01, 0.20, 0.19, 0.04, 0.06, -0.05], "molar_mass_g_mol": 382.8, "e_tot_ha": -1962.2923, "orbital_gap_ev": 7.43, "e_lumo_ev": -1.168, "smiles": "CN(c1ccccc1)S(=O)(=O)c1ccc(Cl)c(C(=O)OCC(N)=O)c1", "homo_energy_ev": -8.600, "total_charge": 0, "e_above_lowest_ev": 14.2352}

---

Record 4
{"formula": "C41H35Cl3F5N10PSe2W", "method": "ωB97M-V/def2-TZVPD", "symbols": ["W", "Se", "Se", "Cl", "Cl", "Cl", "P", "F", "F", "F", "F", "F", "N", "N", "N", "N", "N", "N", "N", "N", "N", "N", "C", "C", "C", "C", "C", "C", "C", "C", "C", "C", "C", "C", "C", "C", "C", "C", "C", "C", "C", "C", "C", "C", "C", "C", "C", "C", "C", "C", "C", "C", "C", "C", "C", "C", "C", "C", "C", "C", "C", "C", "C", "H", "H", "H", "H", "H", "H", "H", "H", "H", "H", "H", "H", "H", "H", "H", "H", "H", "H", "H", "H", "H", "H", "H", "H", "H", "H", "H", "H", "H", "H", "H", "H", "H", "H", "H"], "xyz": [[0.26403, -0.89327, 0.38548], [2.41218, 0.68612, 0.16429], [-0.32463, 0.34866, -1.82373], [1.75929, 0.49424, 5.44813], [2.07119, -2.40925, 5.33485], [4.17785, -0.66829, 4.28192], [1.33523, 1.71100, -1.42410], [-1.23292, -1.12351, 3.37317], [-5.80349, -1.30619, 2.46209], [-3.71717, -1.33256, 4.22037], [-2.81377, -0.91040, -1.09054], [-5.28586, -1.08538, -0.20446], [-0.67190, -2.78050, -0.77986], [0.00051, -3.13642, 1.79906], [0.35152, 1.67896, 2.29938], [-2.30713, -4.27896, -0.82782], [1.81817, -2.37339, -0.17933], [-0.33375, 1.11073, 1.29107], [1.18007, -0.94663, 2.27460], [-1.36081, 2.85748, 1.96810], [3.28448, -3.96519, 0.27024], [-0.25456, 2.71710, 2.70776], [-1.09119, -2.95005, -2.11589], [-4.28896, -1.09859, 0.67188], [3.57982, 2.65510, -2.69248], [2.35654, 2.01222, -2.86802], [1.92851, 1.64026, -4.13767], [-3.17767, 3.73422, 3.43679], [2.12796, -3.37150, 0.61918], [2.43513, -0.85968, 4.54381], [-0.89093, 5.09141, -1.16570], [-0.28640, 5.78838, -0.12494], [4.07326, -1.78441, -3.09266], [-0.40710, 3.85068, -1.53999], [3.76111, -3.32971, -0.86638], [1.26084, -3.87247, 1.72863], [-2.40471, 3.96348, 4.72999], [-3.85253, 2.36956, 3.42175], [-1.86182, -1.01656, 1.08116], [-4.56008, -1.21699, 2.02646], [4.37350, 2.92465, -3.79238], [-1.42207, 1.84026, 1.11150], [-2.14291, -3.87071, -2.14331], [2.82515, -2.33396, -1.15350], [0.68535, 3.30228, -0.86854], [-1.39781, -3.62758, -0.08503], [2.96523, -1.55908, -2.30370], [-2.77670, -4.27003, -3.31092], [-3.49567, -1.23287, 2.91390], [-2.31317, 3.94541, 2.19033], [1.29133, 3.99831, 0.17122], [-2.97201, -1.00167, 0.24240], [4.88453, -3.55978, -1.65195], [-1.17102, -2.89342, -4.48890], [1.78373, -0.90499, 3.24656], [-2.28232, -3.74442, -4.48644], [2.72802, 1.91671, -5.23659], [0.80201, 5.24385, 0.54168], [-2.20326, -1.12594, 2.42269], [-0.55211, -2.49729, -3.31944], [-1.17954, -3.87714, 1.36805], [5.02601, -2.76050, -2.76657], [3.94663, 2.55729, -5.06353], [-3.95388, 4.50219, 3.35717], [3.69014, -4.77033, 0.71866], [-2.93228, -4.99645, -0.49828], [2.39823, 1.63296, -6.22648], [-3.07855, 3.90667, 5.58386], [-0.77267, -2.55661, -5.43609], [0.97884, 1.13539, -4.27373], [-4.37908, 2.18055, 2.48235], [-0.66110, 6.76284, 0.15905], [-1.06296, -4.95406, 1.53360], [1.27545, 5.78713, 1.34834], [2.13097, 3.56739, 0.70261], [-3.11532, 1.57772, 3.57499], [-2.73635, -4.02485, -5.42650], [-1.92922, 4.94412, 4.74325], [-2.05081, -3.55890, 1.94127], [-1.73204, 5.52265, -1.69230], [5.60190, -4.33190, -1.41228], [-1.73196, 4.86506, 2.24040], [-3.59760, -4.97332, -3.30404], [-0.14646, -2.75676, 2.72359], [2.22779, -0.81977, -2.57585], [4.20924, -1.19505, -3.98963], [-1.62825, 3.20898, 4.86737], [-4.57836, 2.29210, 4.22967], [-2.92765, 3.98277, 1.28940], [0.33938, -1.89354, -3.34367], [4.56817, 2.77325, -5.92190], [5.88136, -2.90004, -3.41283], [-0.88034, 3.31151, -2.35308], [-2.18020, 1.69572, 0.36231], [1.80121, -3.81191, 2.67796], [1.07563, -4.93704, 1.55109], [3.91917, 2.94019, -1.70250], [5.32443, 3.42225, -3.66181]], "lowdin_charge": [1.18, 0.52, 0.55, 0.68, 0.67, 0.67, 0.33, 0.05, 0.16, 0.14, 0.02, 0.15, 0.05, -0.08, 0.00, 0.21, -0.03, -0.19, -0.01, -0.05, 0.20, 0.13, -0.22, -0.14, -0.08, -0.41, -0.10, -0.40, -0.29, -1.58, -0.06, -0.07, -0.05, -0.10, -0.17, -0.09, -0.07, -0.06, -0.18, -0.14, -0.05, -0.12, -0.17, -0.24, -0.41, -0.30, -0.06, 0.01, -0.16, -0.09, -0.11, -0.26, 0.01, -0.05, -0.33, -0.06, -0.06, -0.07, -0.26, -0.07, -0.09, -0.05, -0.05, 0.15, 0.18, 0.18, 0.12, 0.09, 0.11, 0.08, 0.09, 0.12, 0.14, 0.12, 0.08, 0.07, 0.12, 0.09, 0.13, 0.12, 0.12, 0.12, 0.12, 0.09, 0.04, 0.11, 0.07, 0.10, 0.14, 0.05, 0.12, 0.12, 0.10, 0.15, 0.11, 0.14, 0.11, 0.12], "molar_mass_g_mol": 1241.9, "e_tot_ha": -9221.7392, "orbital_gap_ev": [6.70, 6.77], "e_lumo_ev": [-5.789, -5.772], "homo_energy_ev": [-12.486, -12.546], "total_charge": 2, "e_above_lowest_ev": 0.7149}

---

Record 5
{"formula": "C37H38BrClN8O6ReS", "method": "ωB97M-V/def2-TZVPD", "symbols": ["Re", "Br", "Cl", "S", "O", "O", "O", "O", "O", "O", "N", "N", "N", "N", "N", "N", "N", "N", "C", "C", "C", "C", "C", "C", "C", "C", "C", "C", "C", "C", "C", "C", "C", "C", "C", "C", "C", "C", "C", "C", "C", "C", "C", "C", "C", "C", "C", "C", "C", "C", "C", "C", "C", "C", "C", "H", "H", "H", "H", "H", "H", "H", "H", "H", "H", "H", "H", "H", "H", "H", "H", "H", "H", "H", "H", "H", "H", "H", "H", "H", "H", "H", "H", "H", "H", "H", "H", "H", "H", "H", "H", "H", "H"], "xyz": [[-0.48513, -1.61540, 1.67770], [2.71568, -6.75829, 1.14657], [-5.90597, 4.89679, 1.67290], [-1.32899, 0.66177, 1.53991], [-1.26486, -2.77161, 0.22921], [0.14170, -0.90030, 3.34432], [1.14890, 4.10482, -3.60910], [1.40701, -4.89258, 3.11687], [0.13204, -3.33516, 2.31483], [1.40666, -1.69184, 0.78278], [2.24701, -1.05595, 3.23613], [-2.36727, -1.80979, 2.46958], [1.31323, -0.80336, 3.98758], [0.02299, -0.68772, -1.03494], [0.64367, -0.39968, -3.17689], [-2.96812, 1.47720, 3.53795], [0.93659, 0.68762, -2.44580], [-2.88058, -0.77033, 3.24430], [-1.54562, 3.99985, -4.51920], [-1.87992, -3.92106, 0.53006], [3.89697, -3.55022, -1.09033], [1.21338, -4.09739, 2.22451], [0.10809, -1.21055, -2.29025], [-3.36914, -5.24236, 1.88672], [-0.86613, 2.72958, -4.01307], [-2.01561, 4.84320, -0.65698], [1.40600, 1.94328, -3.01465], [-0.07192, 3.47114, -1.61595], [-1.74063, -5.00021, -0.34821], [2.84632, -4.98923, 0.52154], [-4.36453, 5.37641, -0.47820], [4.52881, -1.47734, 2.78159], [-2.43569, 0.39472, 2.86060], [-3.18478, 5.35739, -1.19711], [3.72349, -4.81237, -0.54328], [-3.26618, 4.32263, 1.35618], [2.20649, -2.74689, 0.37549], [3.14236, -2.50085, -0.62517], [-4.40925, 4.85835, 0.79157], [6.36113, -0.71013, 4.10122], [-0.71286, 4.86609, -1.42376], [-0.37327, 1.98272, -5.25479], [-1.94725, 1.90103, -3.29906], [-2.38543, -6.18187, -0.05735], [2.08466, -3.97031, 1.01909], [-3.09160, -2.87746, 2.41688], [3.62145, -0.92792, 3.70630], [4.09996, -0.27003, 4.83751], [0.33157, 3.06611, -3.05725], [5.88373, -1.38032, 2.96827], [-2.07866, 4.32472, 0.63373], [-3.17025, -6.33229, 1.08161], [0.57750, 0.50006, -1.17384], [5.48245, -0.20285, 5.02158], [-2.74067, -4.02602, 1.63454], [-0.89235, 4.54811, -5.21007], [-0.05946, 0.95873, -5.02424], [1.80374, 1.71042, -3.99635], [-3.55451, 1.19059, 4.31483], [-1.13804, -4.86991, -1.23326], [0.86565, 3.44824, -1.03542], [-4.01014, -5.29929, 2.76759], [0.59970, 4.86191, -3.83548], [0.00425, 5.47677, -0.87559], [-1.89400, 4.66890, -3.74251], [7.41791, -0.61457, 4.28260], [2.21895, 2.29693, -2.38963], [-4.01195, -2.87150, 2.99540], [-1.17140, 1.96655, -5.99392], [-5.28393, 5.77216, -0.88960], [4.10881, -1.95626, 1.90722], [5.84074, 0.29019, 5.90132], [-2.49292, 2.50953, -2.55623], [-0.86174, 5.37125, -2.36742], [-1.54158, 1.01506, -2.81924], [3.17389, -1.52165, -1.07073], [-0.73122, 2.72092, -1.17271], [-3.32134, 3.88444, 2.34954], [-2.67915, 1.55664, -4.04128], [0.74819, 1.24463, -0.43078], [-2.23601, -7.01662, -0.72177], [-1.20412, 3.88085, 1.08311], [6.57030, -1.80000, 2.25789], [1.95348, -0.94301, 1.08834], [-3.17383, 5.75657, -2.20395], [-2.27994, 2.15462, 3.80155], [3.36771, 0.10188, 5.54026], [4.60172, -3.38734, -1.89380], [-3.65746, -7.28004, 1.27628], [4.30510, -5.65646, -0.88676], [-0.20411, -2.21508, -2.50582], [-2.42562, 3.69637, -5.09958], [0.46516, 2.50366, -5.69424]], "lowdin_charge": [1.53, 0.85, 0.66, 0.64, -0.25, -0.42, -0.01, 0.07, -0.19, -0.18, 0.03, -0.18, -0.01, 0.04, 0.12, 0.07, -0.11, 0.02, -0.05, -0.32, -0.05, -0.52, -0.18, -0.04, -0.50, -0.23, -0.05, -0.11, 0.00, -0.59, -0.11, -0.03, -0.82, -0.04, -0.12, -0.09, -0.23, -0.01, -0.67, -0.09, -0.12, -0.05, -0.02, -0.07, -0.10, -0.02, -0.21, -0.02, -0.42, -0.07, -0.04, -0.09, -0.20, -0.09, -0.16, 0.10, 0.07, 0.13, 0.10, 0.11, 0.12, 0.12, 0.08, 0.13, 0.05, 0.10, 0.14, 0.14, 0.09, 0.11, 0.09, 0.10, 0.09, 0.08, 0.07, 0.12, 0.09, 0.09, 0.10, 0.10, 0.10, 0.10, 0.10, 0.12, 0.11, 0.08, 0.11, 0.12, 0.10, 0.10, 0.11, 0.10, 0.09], "spin_multiplicity": 4, "molar_mass_g_mol": 1024.4, "e_tot_ha": -5832.8632, "orbital_gap_ev": [7.41, 7.58], "e_lumo_ev": [0.047, -0.840], "homo_energy_ev": [-7.364, -8.419], "total_charge": 0, "e_above_lowest_ev": 0.0000}

---

Record 6
{"formula": "C13H17N3O2S", "method": "ωB97M-V/def2-TZVPD", "symbols": ["S", "O", "O", "N", "N", "N", "C", "C", "C", "C", "C", "C", "C", "C", "C", "C", "C", "C", "C", "H", "H", "H", "H", "H", "H", "H", "H", "H", "H", "H", "H", "H", "H", "H", "H", "H"], "xyz": [[3.68108, -1.01988, -1.19043], [-3.74569, -1.70965, 0.54608], [1.22471, 2.58923, 0.84764], [1.62186, 1.21735, -0.81179], [-1.50113, 1.85676, -0.78778], [2.28874, 1.82752, 1.22824], [3.52936, 0.02685, 0.17934], [4.47983, -0.23888, 1.12959], [-3.26390, -3.02995, 0.54726], [5.02445, -1.80325, -0.46840], [-0.36091, 2.72280, -1.01998], [-1.78449, -0.50575, -0.36535], [2.50135, 1.01870, 0.21812], [-1.86213, 1.66975, 0.61667], [-1.39174, 0.54002, -1.41937], [-1.53361, 0.21684, 0.95964], [5.33556, -1.28844, 0.75336], [0.86955, 2.18195, -0.37770], [-3.26211, -0.90577, -0.50394], [-2.93837, 1.84665, 0.71422], [-0.48735, 0.11686, 1.25583], [-1.16176, -1.39791, -0.46124], [4.54339, 0.30994, 2.05081], [-2.16204, -0.17418, 1.75739], [-2.20053, -3.08133, 0.80581], [-3.40883, -1.41628, -1.46868], [-3.83837, -3.56419, 1.30205], [-0.20301, 2.80270, -2.09718], [-0.58081, 3.70996, -0.60814], [-3.88545, -0.00917, -0.48418], [-3.41471, -3.50683, -0.42907], [6.14660, -1.64651, 1.36146], [5.50997, -2.60349, -0.99103], [-2.05991, 0.50684, -2.28567], [-0.36827, 0.36093, -1.76404], [-1.34132, 2.37982, 1.26047]], "lowdin_charge": [1.05, -0.19, 0.03, 0.19, -0.14, 0.14, -0.48, -0.11, -0.11, -0.41, -0.10, -0.27, -0.38, -0.16, -0.14, -0.11, -0.18, -0.32, -0.20, 0.12, 0.11, 0.14, 0.11, 0.12, 0.08, 0.13, 0.09, 0.14, 0.13, 0.13, 0.09, 0.10, 0.06, 0.12, 0.10, 0.12], "molar_mass_g_mol": 279.4, "e_tot_ha": -1218.4462, "orbital_gap_ev": 9.08, "e_lumo_ev": 0.446, "smiles": "COC[C@@H]1CCN(Cc2nc(-c3cccs3)no2)C1", "homo_energy_ev": -8.631, "total_charge": 0, "e_above_lowest_ev": 3.6833}

---

Which formula does entry 4 have?
C41H35Cl3F5N10PSe2W